# C12H28BF2N3S4Ti

A molecular structure, C12H28BF2N3S4Ti (wB97M-V/def2-TZVPD, OMol25).

Its expectation value of S² is 2.0068. The energy relative to the best compared isomer or geometry (same formula, charge and spin) is 0.0 kJ/mol. As for the HOMO energy (spin up / spin down): -12.6 / -13.8 eV. For the HOMO-LUMO gap (spin up / spin down), the calculation gives 0.2768 / 0.3191 Eh.

ORCA input file:
```
! RIJCOSX wB97M-V def2-TZVPD def2/J DEFGRID3
* xyz 2 3
Ti -0.16581 0.76765 0.57673
C 1.28824 3.58475 2.02509
C 1.13817 3.96578 0.56099
S 1.35637 2.51865 -0.51912
C 0.29479 2.93505 -1.93827
C 0.06572 1.68738 -2.77833
S -0.67626 0.29534 -1.87114
C -2.42283 0.78670 -1.73309
C -3.11916 -0.15076 -0.75767
S -2.35107 -0.24494 0.91192
C -1.72097 -0.89889 4.21977
C -0.40593 -1.00700 4.12268
S 0.20508 2.25793 2.72745
H 1.14065 4.46425 2.64911
H 2.29157 3.20569 2.21998
H 1.91047 4.69632 0.32041
H 0.16978 4.41597 0.35712
H 0.78924 3.69556 -2.54266
H -0.64382 3.34266 -1.56273
H 1.00987 1.30536 -3.16814
H -0.57069 1.91847 -3.63213
H -2.87522 0.71501 -2.72294
H -2.48899 1.81779 -1.38434
H -3.16104 -1.15373 -1.18480
H -4.14289 0.19476 -0.62415
H -2.38606 -1.45367 3.56829
H -2.19525 -0.23228 4.92806
H 0.06291 -1.67638 3.41001
H 0.24650 -0.42816 4.76491
F -2.55816 2.65115 2.81895
B -1.48657 2.62391 2.08718
F -1.57034 2.92088 0.76344
N -3.23309 -4.10109 2.61171
C -2.47452 -4.37950 1.33190
C -1.15130 -3.61911 1.37100
N -0.41509 -3.61795 0.12747
H -4.13290 -4.58389 2.64460
H -3.40786 -3.09470 2.69522
H -2.69255 -4.38875 3.43090
H -3.11742 -4.02997 0.52526
H -2.36060 -5.45927 1.25124
H -0.51244 -4.02472 2.16056
H -1.37838 -2.57911 1.61351
H -0.93812 -3.21022 -0.63602
H -0.08030 -4.53822 -0.12569
C 3.78366 -1.87094 1.39603
C 2.60497 -1.06352 1.16160
N 1.67118 -0.42655 0.97527
H 4.63912 -1.39316 0.92054
H 3.62353 -2.85653 0.96129
H 3.95420 -1.95633 2.46794
*
```

# C3HF6O2S

A gas-phase ion, C3HF6O2S (charge -1) at a distorted geometry (wB97M-V/def2-TZVPD, OMol25).

The energy relative to the best compared isomer or geometry (same formula, charge and spin) is 0.0 kJ/mol. As for the HOMO energy: -4.4 eV. For the HOMO-LUMO gap, the calculation gives 0.3020 Eh.

ORCA input file:
```
! RIJCOSX wB97M-V def2-TZVPD def2/J DEFGRID3
* xyz -1 1
C 1.48012 -0.12947 0.05319
C 0.30322 0.84869 -0.29782
C -0.92865 0.50057 0.52053
O -0.44877 -2.27907 0.31380
O -2.23674 -1.35050 -1.12490
F 2.49711 -0.13966 -0.90222
F 2.06206 0.17483 1.19739
F 0.09243 0.61946 -1.59675
F 0.72233 2.20101 -0.25948
F -0.81205 0.78239 1.90405
F -1.91152 1.34284 0.09365
S -1.67260 -1.46040 0.19114
H 0.85305 -1.11071 -0.09259
*
```

# C8H9ClN2S

C8H9ClN2S in the gas phase at a distorted geometry (wB97M-V/def2-TZVPD, OMol25).

As for the SMILES: [H]/N=C(\Nc1ccc(Cl)cc1)SC. The energy relative to the best compared isomer or geometry (same formula, charge and spin) is 53.8 kJ/mol. As for the HOMO energy: -8.5 eV. For the HOMO-LUMO gap, the calculation gives 0.3407 Eh.

ORCA input file:
```
! RIJCOSX wB97M-V def2-TZVPD def2/J DEFGRID3
* xyz 0 1
H 2.72763 1.98505 0.67637
N 2.88833 1.05187 0.29552
C 1.79579 0.42334 0.06331
N 0.60929 1.10609 0.30029
C -0.70778 0.61652 0.16494
C -1.62904 1.29984 -0.63211
C -2.94401 0.87502 -0.78138
C -3.32517 -0.26281 -0.05239
Cl -4.95208 -0.83141 -0.18345
C -2.42885 -0.91768 0.78831
C -1.12874 -0.47272 0.88198
S 1.70625 -1.22259 -0.46027
C 3.48747 -1.56484 -0.42109
H 0.71933 2.10849 0.37149
H -1.29481 2.17361 -1.13166
H -3.64599 1.38049 -1.33146
H -2.80857 -1.79162 1.31728
H -0.45822 -1.11451 1.44326
H 3.85128 -1.38879 0.58647
H 3.57008 -2.59487 -0.81447
H 3.96782 -0.85850 -1.08094
*
```

# C26H47BN2O10P

6 unconnected molecules or ions with the total composition C26H47BN2O10P at a distorted geometry (wB97M-V/def2-TZVPD, OMol25).

As for the HOMO energy: -11.2 eV. For the HOMO-LUMO gap, the calculation gives 0.2441 Eh.

ORCA input file:
```
! RIJCOSX wB97M-V def2-TZVPD def2/J DEFGRID3
* xyz 1 1
C 5.55043 -1.96808 0.94728
C 5.58761 -0.68906 1.91784
B 4.47711 0.40049 1.47908
O 4.31169 0.58094 0.08454
O 3.73254 1.16247 2.47276
C 2.71352 0.41114 3.03213
O 2.15626 0.77623 4.02308
C 2.23068 -0.93148 2.39873
C 2.79948 -2.22122 2.83039
C 2.35581 -3.47135 2.18654
O 2.96715 -4.62709 2.62271
N 1.42199 -3.53088 1.19770
C 0.98234 -4.77107 0.49505
C 0.59783 -5.98514 1.41333
N 1.09289 -7.11247 1.07079
C 0.85659 -2.30804 0.76590
C 1.20458 -1.01750 1.30597
P 0.44822 0.59817 0.67556
C -0.81543 0.21344 -0.66533
O 1.61349 1.52683 -0.08310
H 5.70332 -2.86215 1.62085
H 6.37648 -1.97562 0.19671
H 4.53035 -2.08717 0.49847
H 6.62588 -0.27498 1.85737
H 5.32286 -1.07128 2.94368
H 3.63446 -0.07291 -0.18069
H 3.56152 -2.20620 3.63947
H 2.57256 -4.85125 3.49228
H 1.76063 -5.04114 -0.27200
H 0.06263 -4.50525 -0.09957
H -0.06969 -5.95678 2.30779
H 0.79899 -7.83671 1.73556
H 0.10997 -2.34008 -0.06060
H -1.53282 1.07383 -0.70985
H -0.34622 0.08924 -1.67642
H -1.33963 -0.72898 -0.34342
H 1.34607 2.46395 -0.13818
C -1.26527 -2.37398 3.58784
C -2.26328 -3.45598 3.28913
O -2.03321 -4.28588 2.43303
C -3.54226 -3.46848 4.08093
H -0.39779 -2.50650 2.93980
H -1.70975 -1.39619 3.39160
H -0.93782 -2.43593 4.62740
H -4.09117 -2.53960 3.91566
H -3.32130 -3.59029 5.14290
H -4.16144 -4.30384 3.75414
C -3.38679 3.89903 0.36794
C -2.09583 4.46415 -0.15521
O -1.13042 3.75357 -0.36340
C -2.04461 5.94591 -0.41198
H -3.28136 2.82233 0.50612
H -3.62833 4.35388 1.33111
H -4.18705 4.08261 -0.34744
H -2.22806 6.49063 0.51595
H -2.78939 6.21846 -1.16168
H -1.05637 6.21453 -0.78611
C 7.13630 3.60011 3.31039
C 7.91624 2.88790 2.23483
O 8.52726 1.86709 2.47064
C 7.90611 3.49391 0.85479
H 7.23313 3.05334 4.24856
H 7.53049 4.60820 3.45042
H 6.07967 3.64378 3.03770
H 8.33456 4.49730 0.88565
H 6.88402 3.53288 0.47219
H 8.50679 2.87767 0.18552
C -5.78003 3.39416 -4.45924
C -5.71651 2.95512 -3.02188
O -4.79433 3.28137 -2.29992
C -6.84275 2.09404 -2.51169
H -4.90772 4.00634 -4.68907
H -5.77848 2.52199 -5.11735
H -6.67967 3.98939 -4.62656
H -6.88798 1.16457 -3.08238
H -7.78882 2.63175 -2.59420
H -6.66740 1.85297 -1.46264
C -4.18003 -0.64396 -5.91656
C -5.21034 -0.29142 -6.96014
O -5.61038 0.84496 -7.09164
C -5.72171 -1.40841 -7.83212
H -3.90295 0.25471 -5.36399
H -4.59378 -1.37266 -5.21658
H -3.28750 -1.04898 -6.39699
H -6.20322 -2.17066 -7.21651
H -4.89704 -1.84731 -8.39683
H -6.45457 -1.01149 -8.53447
*
```

# C4H29NO9

10 unconnected molecules or ions with the total composition C4H29NO9 at a distorted geometry (wB97M-V/def2-TZVPD, OMol25).

As for the SMILES: CNC(C)C.O.O.O.O.O.O.O.O.O. The energy relative to the best compared isomer or geometry (same formula, charge and spin) is 545.1 kJ/mol. As for the HOMO energy: -9.1 eV. For the HOMO-LUMO gap, the calculation gives 0.3478 Eh.

ORCA input file:
```
! RIJCOSX wB97M-V def2-TZVPD def2/J DEFGRID3
* xyz 0 1
C -2.01826 -2.05237 1.41467
N -0.76339 -1.33184 0.78306
C 0.36028 -1.05921 1.64618
C 1.39750 -2.32728 1.70585
C -0.07778 -0.75088 3.15612
H -1.67369 -2.93427 1.94840
H -2.70054 -2.29097 0.61103
H -2.72106 -1.39899 1.90103
H -0.68994 -1.96770 -0.00152
H 0.76534 -0.03353 1.28247
H 1.56022 -2.53861 0.70575
H 0.79665 -3.14867 2.13853
H 2.13663 -2.18601 2.54278
H 0.75901 -1.00513 3.72859
H -0.89971 -1.36694 3.60489
H -0.12501 0.30513 3.35609
O 1.27453 1.25004 -4.11484
H 0.55393 1.04504 -3.48648
H 1.72779 1.85895 -3.59341
O -0.81063 -3.62928 -1.17471
H -0.76092 -4.52002 -1.20994
H -0.07283 -3.38139 -1.68838
O 0.55701 -1.57028 -4.04606
H 1.29950 -1.63182 -4.68215
H -0.12653 -1.04808 -4.57959
O -0.05018 1.21570 -1.76389
H -1.04679 1.19871 -1.70202
H 0.12486 2.06077 -1.17817
O -2.14867 1.16507 -0.24498
H -1.53158 0.50411 0.26292
H -2.40034 1.72717 0.52849
O 0.54304 2.40898 1.94577
H 1.51505 2.57091 1.86542
H 0.42106 1.47580 1.88433
O 1.85735 4.02236 0.04216
H 1.25029 3.41679 0.39687
H 2.30766 4.57684 0.54377
O 3.02269 1.89392 0.88516
H 3.36239 2.41264 0.23655
H 3.42109 1.27600 1.23272
O -3.31581 2.21537 -2.49545
H -4.04651 1.56892 -2.77177
H -3.03372 2.00401 -1.61627
*
```

# C9H7NOS

C9H7NOS in the gas phase at a distorted geometry (wB97M-V/def2-TZVPD, OMol25).

As for the SMILES: C=C1O/C(=N\S)c2ccccc21. The energy relative to the best compared isomer or geometry (same formula, charge and spin) is 318.1 kJ/mol. As for the HOMO energy: -8.2 eV. For the HOMO-LUMO gap, the calculation gives 0.3009 Eh.

ORCA input file:
```
! RIJCOSX wB97M-V def2-TZVPD def2/J DEFGRID3
* xyz 0 1
C 0.44945 -2.92298 0.98185
C 0.68957 -1.62401 0.48546
O 1.92368 -1.07782 -0.00944
C 1.85618 0.29071 0.37386
N 2.75237 1.19048 0.24170
S 4.27028 0.59468 -0.30240
C 0.52819 0.65234 0.59367
C 0.00500 1.95304 0.52770
C -1.28775 1.90763 0.17165
C -2.12780 0.78159 0.17640
C -1.59759 -0.47431 0.38905
C -0.23326 -0.46222 0.55263
H 1.07078 -3.94212 0.88667
H -0.57812 -3.10527 1.44177
H 5.05556 1.70949 0.00424
H 0.68735 2.85180 0.52127
H -1.84942 2.82763 0.07096
H -3.18271 1.07398 0.10914
H -2.17334 -1.29931 0.49664
*
```

# C6H12N2

2 unconnected molecules or ions with the total composition C6H12N2 at a distorted geometry (wB97M-V/def2-TZVPD, OMol25).

As for the SMILES: Cc1c[nH]cn1.CC. The energy relative to the best compared isomer or geometry (same formula, charge and spin) is 68.3 kJ/mol. As for the HOMO energy: -8.7 eV. For the HOMO-LUMO gap, the calculation gives 0.3518 Eh.

ORCA input file:
```
! RIJCOSX wB97M-V def2-TZVPD def2/J DEFGRID3
* xyz 0 1
C -2.88790 0.39837 -2.30896
C -1.58811 0.03309 -1.67038
C -1.31132 -1.05444 -0.91344
N 0.06600 -0.99939 -0.61978
C 0.50879 0.13530 -1.28899
N -0.41135 0.69719 -2.00063
H -3.57382 0.90142 -1.63464
H -3.39830 -0.50101 -2.63071
H -2.82382 1.10724 -3.15439
H -1.84209 -1.91416 -0.52756
H 0.75938 -1.71153 -0.45371
H 1.56488 0.33243 -1.18500
C 1.17782 0.08163 2.23883
C 2.62838 0.51590 2.32434
H 0.98818 -0.96332 2.47256
H 0.45362 0.58137 2.92362
H 0.76631 0.40627 1.27898
H 3.12229 0.44068 1.33803
H 2.59781 1.55342 2.72960
H 3.20323 -0.04044 3.08223
*
```

# C50H99N13O16P4

17 unconnected molecules or ions with the total composition C50H99N13O16P4 at a distorted geometry (wB97M-V/def2-TZVPD, OMol25).

As for the HOMO energy: -10.8 eV. For the HOMO-LUMO gap, the calculation gives 0.3977 Eh.

ORCA input file:
```
! RIJCOSX wB97M-V def2-TZVPD def2/J DEFGRID3
* xyz 0 1
C 15.84270 14.19608 16.67644
C 15.78062 13.64296 18.15310
O 14.69756 12.75104 18.33802
P 13.88482 12.76790 19.74620
O 13.23762 14.06140 20.16622
O 15.03808 12.13154 20.72956
C 15.59878 10.84174 20.48746
C 15.95940 10.20598 21.75502
O 12.87370 11.54936 19.48912
C 11.88990 11.14042 20.42330
C 10.71944 10.87452 19.57956
H 14.85752 14.51194 16.33332
H 16.55196 15.00692 16.51028
H 16.06950 13.46424 15.90112
H 16.62752 13.02912 18.45982
H 15.63404 14.46590 18.85265
H 14.97008 10.14958 19.92734
H 16.52160 10.97106 19.92196
H 16.60990 9.37518 21.48164
H 16.53634 10.89904 22.36732
H 15.13602 9.89197 22.39652
H 12.30094 10.19774 20.78458
H 11.63994 11.86356 21.19964
H 9.89829 10.46933 20.17087
H 10.30590 11.75004 19.07900
H 11.02232 10.17270 18.80250
C 21.21602 27.42004 16.92209
C 20.08945 27.03878 15.94002
O 20.59110 26.06048 14.98808
P 19.73194 25.19878 13.85276
O 18.47234 25.81472 13.36372
O 20.81465 25.10134 12.67240
C 22.09654 24.55430 12.85226
C 22.95686 24.99992 11.69082
O 19.65030 23.67874 14.48282
C 18.62824 23.41792 15.48144
C 19.44006 22.76386 16.60031
H 20.80113 28.11586 17.65134
H 21.48202 26.55660 17.53186
H 22.13518 27.77140 16.45328
H 19.29508 26.69838 16.60427
H 19.75045 27.94994 15.44708
H 22.47958 24.91536 13.80674
H 22.16274 23.47218 12.96510
H 23.41648 25.98592 11.75896
H 23.77486 24.30280 11.50922
H 22.42668 25.01694 10.73862
H 18.10054 24.31026 15.81810
H 17.92432 22.71268 15.03958
H 20.12160 21.98662 16.25461
H 20.04466 23.50216 17.12705
H 18.73516 22.36352 17.32898
C 12.41864 20.62328 13.32622
C 13.49288 20.89690 12.30798
O 14.35468 19.73532 12.27912
P 15.83738 19.82962 12.97696
O 15.92090 20.60605 14.25966
O 16.32222 18.28174 13.09586
C 15.77992 17.45614 14.13072
C 14.84664 16.48290 13.42412
O 16.76524 20.50540 11.77580
C 17.75010 21.55984 11.97334
C 18.25222 22.13328 10.70782
H 12.88510 20.60192 14.31114
H 11.66936 21.41376 13.36882
H 11.93570 19.64890 13.25242
H 13.02252 20.97864 11.32810
H 14.02888 21.82518 12.50576
H 16.62408 16.93302 14.58000
H 15.27046 18.03150 14.90370
H 14.24960 15.91442 14.13718
H 14.19422 17.05214 12.76198
H 15.25762 15.77386 12.70548
H 17.34001 22.28916 12.67192
H 18.60770 21.13722 12.49678
H 18.92996 22.97088 10.87276
H 18.73228 21.36782 10.09812
H 17.46614 22.55222 10.07958
C 14.15784 27.67190 19.51264
C 14.05244 26.15950 19.36460
O 14.39734 25.82302 17.99510
P 15.80220 25.11500 17.66730
O 17.01660 25.92334 17.97670
O 15.73892 23.66702 18.37501
C 14.72904 22.72202 18.09292
C 15.36778 21.74970 17.07422
O 15.67664 24.74432 16.10778
C 15.45294 25.78160 15.18376
C 13.94070 25.52594 14.80992
H 15.13546 28.03416 19.19458
H 13.57928 27.95476 18.63324
H 13.73608 28.12556 20.40952
H 14.72856 25.66034 20.05872
H 13.05620 25.74102 19.50766
H 14.39006 22.23496 19.00724
H 13.85284 23.22448 17.68319
H 16.36704 21.38006 17.30430
H 14.73804 20.91164 16.77558
H 15.47774 22.30168 16.14076
H 15.70946 26.79964 15.47684
H 16.07590 25.60382 14.30716
H 13.81636 24.53124 14.38190
H 13.29088 25.70382 15.66678
H 13.71836 26.37878 14.16856
C 8.76630 22.10190 14.22868
C 8.30170 22.40800 15.58698
N 7.93580 22.64760 16.65828
H 8.10074 21.39906 13.72754
H 9.78716 21.72318 14.27914
H 8.71374 23.04260 13.68058
C 16.43692 25.11676 10.87488
C 15.49880 24.44792 10.00810
N 14.71308 23.90596 9.35702
H 16.73573 24.43596 11.67194
H 16.29588 26.11804 11.28188
H 17.23052 25.17692 10.13013
C 11.70696 24.74750 11.83152
C 11.04716 23.44902 11.44570
N 10.53980 22.45378 11.16058
H 12.22904 24.67520 12.78564
H 10.95800 25.53942 11.82712
H 12.45292 25.02010 11.08498
C 18.56454 18.72384 15.94740
C 19.17752 18.67664 14.59184
N 19.58744 18.68814 13.47308
H 19.20324 19.12352 16.73506
H 18.20128 17.74980 16.27508
H 17.72521 19.41918 15.93424
C 18.25062 14.40936 11.57450
C 17.00636 13.77210 12.10230
N 16.10508 13.24668 12.52282
H 18.14806 14.51858 10.49484
H 19.06788 13.69182 11.64720
H 18.43156 15.39016 12.01428
C 10.31676 21.04678 8.38268
C 10.07358 22.46130 8.18844
N 9.92860 23.61436 8.01420
H 9.34430 20.61995 8.62808
H 11.01910 20.81028 9.18200
H 10.73968 20.63688 7.46550
C 12.17194 17.43780 15.26204
C 11.28314 16.52282 14.47428
N 10.56426 15.83762 13.86664
H 12.83568 17.89997 14.53134
H 12.70972 16.81201 15.97428
H 11.49146 18.14584 15.73508
C 22.32452 18.57964 8.87842
C 21.37094 19.61606 8.43246
N 20.64166 20.47596 8.18892
H 23.20240 18.54640 8.23320
H 21.90696 17.59263 9.07728
H 22.75026 18.94830 9.81166
C 21.27506 21.27920 11.87798
C 22.69264 21.03862 11.92392
N 23.80742 20.83864 12.04228
H 20.93934 21.54706 12.87980
H 20.67250 20.40656 11.62590
H 21.20624 22.09804 11.16186
C 9.09682 18.32936 11.23200
C 10.37336 18.14336 10.50616
N 11.35910 17.94687 9.94338
H 8.29430 18.79324 10.65852
H 9.34763 18.86070 12.15010
H 8.73078 17.31938 11.41652
C 17.90332 18.00072 9.95799
C 17.67362 17.00400 8.88522
N 17.45108 16.25950 8.02528
H 18.64537 17.57074 10.63074
H 17.02868 18.07988 10.60362
H 18.31139 18.95263 9.61821
C 13.00322 14.95380 10.68992
C 12.75910 13.44746 10.64948
N 12.60018 12.33274 10.60782
H 14.06452 15.17756 10.58196
H 12.53776 15.35124 11.59186
H 12.51204 15.38484 9.81752
C 14.08580 16.91858 19.72798
C 14.29338 17.38352 18.32026
N 14.46256 17.74556 17.26069
H 14.81522 16.11934 19.85946
H 13.11230 16.43106 19.78028
H 14.11380 17.67846 20.50894
*
```